{
  "formula": "C4H6F2O",
  "method": "ωB97M-V with the def2-TZVPD basis set",
  "homo_lumo_gap_ev": 10.90,
  "de_lowest_kcal_mol": 127.48,
  "energy_ha": -430.78071,
  "lumo_ev": 0.7,
  "elements": ["C", "C", "C", "C", "H", "H", "H", "H", "H", "H", "O", "F", "F"],
  "coordinates": [[0.509, 1.157, -0.790], [0.013, -0.149, -0.203], [1.072, -0.766, 0.713], [-1.398, -0.571, 0.178], [0.705, 2.067, 0.260], [1.610, 0.726, -1.172], [-0.363, 1.829, -1.779], [0.355, -1.174, 1.588], [1.835, -0.124, 0.892], [-1.236, -1.400, 1.092], [0.877, -1.270, -0.578], [-1.809, 0.594, 0.747], [-2.168, -0.919, -0.947]]
}


{
  "formula": "C4H6F2O",
  "method": "ωB97M-V with the def2-TZVPD basis set",
  "homo_lumo_gap_ev": 11.57,
  "de_lowest_kcal_mol": 38.15,
  "energy_ha": -430.92306,
  "lumo_ev": 1.0,
  "smiles": "C[C@]1(F)CO[C@@H]1F",
  "elements": ["C", "C", "C", "C", "O", "F", "F", "H", "H", "H", "H", "H", "H"],
  "coordinates": [[0.240, 1.382, -0.382], [1.455, 0.342, 1.030], [-0.120, 0.184, 0.695], [-0.553, -1.048, 0.002], [1.571, 1.370, 0.115], [2.149, -0.751, 0.644], [-0.972, 0.641, 1.651], [0.283, 0.980, -1.420], [-0.401, 2.263, -0.101], [1.542, 0.583, 2.071], [-1.164, -0.918, -1.004], [-1.088, -1.733, 0.733], [0.311, -1.561, -0.327]]
}


{
  "formula": "C4H6F3O",
  "method": "ωB97M-V with the def2-TZVPD basis set",
  "charge": 1,
  "homo_lumo_gap_ev": [8.16, 8.16],
  "de_lowest_kcal_mol": 29.76,
  "energy_ha": -530.46069,
  "lumo_ev": [-6.6, -6.6],
  "elements": ["C", "C", "C", "C", "O", "F", "F", "F", "H", "H", "H", "H", "H", "H"],
  "coordinates": [[0.009, 0.200, -0.056], [2.475, -0.310, -0.358], [1.374, 0.504, 0.350], [-3.464, -0.140, 0.125], [-0.973, 0.416, 0.658], [-3.715, -0.075, 1.354], [-3.330, -1.287, -0.368], [-3.587, 0.794, -0.679], [-0.292, -0.285, -0.975], [3.526, 0.223, -0.293], [2.166, -0.338, -1.419], [2.699, -1.404, -0.095], [1.434, 0.193, 1.412], [1.677, 1.509, 0.344]]
}


{
  "formula": "C4H6F3O2Rb",
  "method": "ωB97M-V with the def2-TZVPD basis set",
  "homo_lumo_gap_ev": 4.94,
  "de_lowest_kcal_mol": 31.07,
  "energy_ha": -630.12421,
  "lumo_ev": -1.5,
  "elements": ["Rb", "C", "O", "O", "C", "F", "F", "F", "C", "C", "H", "H", "H", "H", "H", "H"],
  "coordinates": [[-3.356, 1.167, -0.344], [0.720, -0.067, 1.501], [0.414, 0.698, 0.255], [0.960, 0.682, 2.480], [-0.524, -0.960, 1.730], [-0.713, -1.382, 2.960], [-1.658, -0.202, 1.445], [-0.605, -2.033, 0.909], [0.783, 0.054, -0.951], [0.176, 0.806, -2.116], [0.474, 1.855, -2.151], [0.393, 0.324, -3.069], [-0.914, 0.800, -1.982], [0.383, -0.970, -0.974], [1.876, -0.026, -0.991], [1.591, -0.746, 1.299]]
}


{
  "formula": "C4H6FINO3P",
  "method": "ωB97M-V with the def2-TZVPD basis set",
  "homo_lumo_gap_ev": 8.67,
  "energy_ha": -1175.33225,
  "lumo_ev": -0.6,
  "smiles": "O=C1N[C@@](F)(P(O)O)C[C@H]1I",
  "elements": ["O", "C", "N", "C", "F", "P", "O", "O", "C", "C", "I", "H", "H", "H", "H", "H", "H"],
  "coordinates": [[-0.933, 0.965, 3.285], [-0.652, 0.604, 2.028], [-0.289, -0.764, 1.451], [0.688, -0.638, 0.303], [2.086, -0.720, 0.789], [0.638, -1.878, -1.150], [1.370, -1.022, -2.507], [-1.039, -2.148, -1.639], [0.265, 0.787, -0.389], [-0.687, 1.621, 0.704], [-2.808, 1.590, 0.081], [0.100, -1.229, 2.305], [2.147, -0.457, -2.189], [-1.394, -1.318, -2.109], [-0.468, 0.591, -1.279], [1.326, 1.276, -0.632], [-0.351, 2.740, 0.947]]
}


{
  "formula": "C4H6FIO",
  "method": "ωB97M-V with the def2-TZVPD basis set",
  "homo_lumo_gap_ev": 10.06,
  "de_lowest_kcal_mol": 0.00,
  "energy_ha": -628.77230,
  "lumo_ev": 0.3,
  "smiles": "FC1(CI)COC1",
  "elements": ["C", "C", "C", "C", "O", "F", "I", "H", "H", "H", "H", "H", "H"],
  "coordinates": [[0.208, -0.414, 1.263], [1.394, 0.162, -0.325], [-0.077, 0.437, 0.023], [-1.095, -0.088, -0.958], [1.494, -0.771, 0.749], [-0.341, 1.761, 0.291], [-3.061, -0.200, -0.083], [0.280, 0.171, 2.183], [-0.437, -1.281, 1.419], [1.599, -0.290, -1.298], [2.035, 1.034, -0.171], [-0.833, -1.095, -1.274], [-1.167, 0.574, -1.818]]
}